# C26H44BrN3OP2Sn

C26H44BrN3OP2Sn as an isolated structure (ωB97M-V with the def2-TZVPD basis set, the OMol25 dataset).

XYZ file:
```
78
Properties=species:S:1:pos:R:3
N -4.64 5.03 -4.86
C -4.25 5.47 -3.66
C -3.11 4.98 -3.00
C -2.29 3.99 -3.62
C -2.75 3.53 -4.89
C -3.91 4.08 -5.46
C -1.10 3.43 -3.03
Sn 1.45 3.21 -2.95
P 3.75 1.20 -2.15
C -0.42 2.28 -3.63
C -0.65 0.98 -2.97
C -0.08 -0.19 -3.52
C 0.21 -1.26 -2.73
C -0.25 -1.40 -1.33
C -0.97 -0.21 -0.85
C -1.15 0.88 -1.65
Br 1.08 -1.89 -0.02
H -0.98 3.75 -1.98
H -0.23 2.32 -4.69
H -2.91 5.33 -1.99
H -2.23 2.74 -5.42
H -4.91 6.21 -3.19
H -4.27 3.72 -6.43
H 0.24 -0.15 -4.55
H -1.69 1.71 -1.20
H 0.87 -2.04 -3.10
H -1.18 -0.18 0.23
P -1.26 -3.10 -1.32
C 2.54 1.84 -0.85
C 3.17 3.19 -0.44
H 2.38 1.18 0.01
H 1.50 1.88 -1.30
H 2.49 3.82 0.13
H 4.07 3.03 0.17
H 3.52 3.77 -1.31
C 3.08 -0.20 -3.16
C 4.11 -1.13 -3.80
H 2.43 0.23 -3.92
H 2.44 -0.75 -2.45
H 3.70 -1.59 -4.70
H 5.01 -0.58 -4.09
H 4.42 -1.93 -3.13
C 4.48 -0.04 -0.94
C 5.60 0.42 0.00
H 4.84 -0.93 -1.50
H 3.61 -0.39 -0.36
H 5.70 -0.28 0.84
H 6.56 0.41 -0.55
H 5.46 1.42 0.44
C -1.48 -3.97 0.23
C -2.18 -5.32 0.11
H -2.06 -3.31 0.89
H -0.49 -4.07 0.68
H -3.27 -5.25 0.06
H -1.87 -5.88 -0.78
H -1.94 -5.93 0.98
C -0.44 -4.26 -2.44
C -0.66 -4.00 -3.93
H -0.78 -5.28 -2.20
H 0.63 -4.23 -2.22
H -1.65 -4.34 -4.26
H -0.58 -2.94 -4.18
H 0.06 -4.57 -4.53
C -2.87 -2.53 -1.84
C -3.94 -2.24 -0.78
H -3.19 -3.31 -2.54
H -2.66 -1.61 -2.40
H -4.84 -1.91 -1.32
H -4.22 -3.13 -0.19
H -3.64 -1.44 -0.08
N 0.86 1.64 3.41
C -0.04 1.55 2.38
N -1.25 0.98 2.75
O 0.24 1.84 1.21
H 0.57 1.49 4.37
H 1.63 2.26 3.25
H -2.00 1.12 2.09
H -1.51 0.97 3.73
```

Values from the calculation:
HOMO (alpha / beta) = -12.78 / -11.60 eV
Gap between HOMO and LUMO (alpha / beta) = 5.353 / 3.556 eV
Total charge = +2
Maximum force = 0.077 hartree/bohr
DFT total energy = -128626.64379 eV

Atomic partial charges in e from the Löwdin method, atoms 1 to 5:
1. N 0.07
2. C -0.11
3. C 0.00
4. C -0.22
5. C -0.01